This record from the OMol25 dataset describes one molecule with the formula C5H8N2 in a non-equilibrium geometry. The level of theory is ωB97M-V/def2-TZVPD.

## Properties
ΔE to the lowest compared entry with this formula, charge and spin = 323.9 kJ/mol
E_LUMO = 0.83 eV

Last column: Mulliken charge in e.
Atoms and positions in Å:
1 C -0.70 -2.26 0.23  -0.38
2 N -0.49 -0.98 0.22  0.20
3 C -1.42 -0.06 -0.36  -0.25
4 C -0.77 1.06 -0.64  -0.77
5 C 0.66 0.87 -0.27  0.59
6 N 1.19 2.05 0.37  -0.70
7 C 0.67 -0.39 0.46  -0.87
8 H 1.19 0.66 -1.24  0.24
9 H 0.08 -2.90 0.60  0.21
10 H -1.68 -2.56 -0.05  0.19
11 H -2.44 -0.37 -0.52  0.32
12 H -1.16 1.96 -1.09  0.40
13 H 2.19 2.12 0.21  0.27
14 H 1.16 1.80 1.35  0.34
15 H 1.53 -0.99 0.73  0.22

=====

This record from the OMol25 dataset describes a 3-piece molecular cluster, C4H11NO3 overall in a non-equilibrium geometry. The level of theory is ωB97M-V/def2-TZVPD.

## Properties
ΔE to the lowest compared entry with this formula, charge and spin = 223.1 kJ/mol
E_LUMO (alpha / beta) = 3.62 / 1.91 eV
⟨S²⟩ = 0.762
2S+1 = 2
net charge = -1

Last column: Mulliken charge in e.
Atoms and positions in Å:
1 C -0.47 0.79 -1.99  -1.06
2 N -0.54 1.02 -0.56  -0.35
3 C 0.37 0.48 0.23  0.76
4 C 1.73 0.47 -0.16  -0.91
5 O 2.53 -1.87 0.87  -1.00
6 C -0.02 -0.32 1.44  -0.47
7 O -1.15 0.16 2.10  -0.65
8 H -0.75 -0.18 -2.32  0.29
9 H 0.53 1.01 -2.36  0.43
10 H -1.14 1.52 -2.45  0.32
11 H -1.53 0.65 -0.25  0.51
12 H -0.15 -1.34 1.04  0.22
13 H 2.05 1.31 -0.78  0.35
14 H 2.42 -0.29 0.25  0.39
15 H 3.28 -2.44 0.74  0.10
16 H 0.83 -0.39 2.10  0.46
17 H -1.89 0.12 1.40  0.46
18 H -3.39 -0.68 0.42  0.16
19 O -2.71 -0.02 0.29  -1.02

=====

This record from the OMol25 dataset describes one molecule with the formula C11H7Cl2F3N2O in a non-equilibrium geometry. The level of theory is ωB97M-V/def2-TZVPD.

## Properties
E_LUMO = -0.24 eV
SMILES string = C[C@@H](Cl)c1cc(-c2ncc(C(F)(F)F)cc2Cl)no1

Last column: Mulliken charge in e.
Atoms and positions in Å:
1 C 5.01 0.31 -0.94  -1.27
2 C 4.05 -0.64 -0.26  0.32
3 C 2.68 -0.10 -0.13  -0.16
4 C 1.45 -0.70 -0.11  -0.44
5 C 0.55 0.38 0.08  0.92
6 N 1.21 1.51 0.17  -0.60
7 O 2.51 1.23 0.05  -0.15
8 C -0.90 0.26 0.17  0.01
9 N -1.37 -0.97 0.01  -0.49
10 C -2.66 -1.20 0.07  -0.37
11 C -3.59 -0.19 0.31  0.03
12 C -3.12 1.11 0.48  -0.42
13 C -1.76 1.35 0.41  0.15
14 Cl -1.17 2.94 0.62  -0.18
15 H -3.81 1.93 0.66  0.52
16 C -5.06 -0.49 0.34  0.83
17 F -5.32 -1.69 0.87  -0.26
18 F -5.59 -0.50 -0.90  -0.25
19 F -5.76 0.41 1.04  -0.26
20 H -2.97 -2.23 -0.07  0.43
21 H 1.21 -1.73 -0.22  0.48
22 H 4.01 -1.61 -0.76  0.34
23 Cl 4.64 -1.00 1.42  -0.20
24 H 5.05 1.26 -0.40  0.31
25 H 6.01 -0.12 -0.96  0.38
26 H 4.68 0.49 -1.96  0.32

=====

This record from the OMol25 dataset describes C14H32EuNO2P2Si as an isolated structure in a non-equilibrium geometry. The level of theory is ωB97M-V/def2-TZVPD.

## Properties
ΔE to the lowest compared entry with this formula, charge and spin = 0.0 kJ/mol
E_LUMO (alpha / beta) = -2.86 / -2.86 eV
⟨S²⟩ = 15.765
2S+1 = 8
net charge = +1

Last column: Mulliken charge in e.
Atoms and positions in Å:
1 Eu 0.50 0.98 -0.33  0.51
2 P 2.15 -1.31 0.51  0.73
3 C 2.34 -1.67 -1.31  -1.42
4 C 1.04 -1.94 -2.04  0.79
5 N -0.06 -1.24 -1.68  0.23
6 C -1.26 -1.63 -2.18  0.25
7 C -1.36 -2.56 -3.21  -0.73
8 C -0.20 -3.16 -3.71  -0.54
9 C 1.02 -2.87 -3.09  -0.86
10 C -2.54 -1.11 -1.55  -1.17
11 P -2.30 0.41 -0.53  0.80
12 H 1.95 -3.34 -3.40  0.46
13 H -2.35 -2.80 -3.61  0.46
14 H -0.25 -3.85 -4.55  0.42
15 H -3.28 -0.90 -2.34  0.52
16 H -2.96 -1.88 -0.88  0.43
17 H 2.84 -0.79 -1.77  0.37
18 H 3.01 -2.54 -1.39  0.52
19 H 1.07 3.58 -1.86  0.28
20 O 1.39 2.65 -1.82  -0.55
21 H 1.97 2.51 -2.59  0.30
22 H -1.16 4.01 0.20  0.29
23 O -0.62 4.14 -0.60  -0.53
24 H -0.81 5.06 -0.84  0.27
25 C -2.54 1.66 -1.85  -1.47
26 H -3.55 1.53 -2.27  0.47
27 H -2.42 2.68 -1.46  0.40
28 H -1.82 1.53 -2.67  0.39
29 C -3.89 0.44 0.35  -1.23
30 H -3.90 1.28 1.05  0.34
31 H -4.73 0.53 -0.36  0.43
32 H -4.01 -0.49 0.92  0.37
33 C 2.16 -3.02 1.17  -1.35
34 H 3.09 -3.53 0.88  0.41
35 H 2.10 -2.99 2.27  0.37
36 H 1.31 -3.59 0.79  0.37
37 C 3.88 -0.83 0.88  -1.33
38 H 3.96 -0.57 1.94  0.38
39 H 4.55 -1.66 0.65  0.44
40 H 4.17 0.05 0.28  0.36
41 C 0.79 -0.13 3.92  -1.06
42 Si 0.06 0.96 2.59  0.43
43 C -1.62 1.54 3.22  -0.98
44 C 1.17 2.50 2.41  -1.30
45 H 0.13 -0.99 4.09  0.27
46 H 0.87 0.46 4.86  0.38
47 H 1.79 -0.50 3.63  0.23
48 H -1.46 2.00 4.21  0.43
49 H -2.07 2.28 2.54  0.13
50 H -2.29 0.68 3.32  0.24
51 H 1.18 2.94 3.42  0.38
52 H 2.20 2.23 2.12  0.31
53 H 0.78 3.26 1.70  0.36